(1)
This record from the OMol25 dataset describes 10 unconnected molecules or ions with the total composition C54H138N10O17. The level of theory is wB97M-V/def2-TZVPD.

energy relative to the best compared isomer or geometry (same formula, charge and spin)	1.912	eV
HOMO energy	-7.916	eV
structure (SMILES)	COC[C@H](C)N.COC[C@H](C)N.COC[C@H](C)N.COCCNCCOC.COCCNCCOC.COCCNCCOC.COCCNCCOC.COCCNCCOC.COCCNCCOC.COCCNCCOC
orbital gap	8.4	eV
LUMO level	0.0191	Eh

Structure (ORCA input):
```
! RIJCOSX wB97M-V def2-TZVPD def2/J DEFGRID3
* xyz 0 1
C 5.206 7.046 -1.438
O 5.670 8.297 -1.016
C 6.737 8.873 -1.822
C 6.963 10.415 -1.560
C 7.681 10.762 -0.240
N 5.711 11.122 -1.451
H 5.997 6.349 -1.714
H 4.509 7.166 -2.267
H 4.687 6.517 -0.638
H 7.636 8.267 -1.707
H 6.432 8.875 -2.869
H 7.544 10.859 -2.369
H 7.432 10.127 0.610
H 7.727 11.834 -0.048
H 8.689 10.350 -0.280
H 5.042 10.486 -1.039
H 5.440 11.215 -2.419
C -4.894 0.227 2.319
O -4.120 0.327 1.166
C -3.183 -0.749 1.052
C -2.368 -0.553 -0.289
C -3.333 -0.578 -1.436
N -1.503 -1.673 -0.486
H -5.590 -0.606 2.222
H -5.461 1.143 2.485
H -4.300 -0.070 3.183
H -2.491 -0.863 1.887
H -3.713 -1.701 1.069
H -1.768 0.352 -0.198
H -2.987 -0.587 -2.469
H -3.912 0.345 -1.415
H -4.056 -1.391 -1.359
H -2.004 -2.549 -0.504
H -0.810 -1.643 0.248
C -4.107 4.833 -4.803
O -2.952 4.206 -5.241
C -3.185 3.498 -6.415
C -2.378 2.231 -6.493
C -0.889 2.492 -6.407
N -2.733 1.582 -7.716
H -3.870 5.440 -3.929
H -4.996 4.238 -4.593
H -4.444 5.457 -5.631
H -4.207 3.126 -6.482
H -3.175 4.114 -7.313
H -2.565 1.584 -5.637
H -0.232 1.634 -6.547
H -0.457 2.930 -5.507
H -0.640 3.226 -7.174
H -3.728 1.429 -7.625
H -2.376 0.640 -7.794
C -3.018 4.158 4.453
O -2.488 5.451 4.227
C -1.082 5.416 3.929
C -0.738 6.595 2.964
N -0.976 6.213 1.633
C -0.599 7.163 0.563
C -1.089 6.745 -0.834
O -0.477 7.468 -1.906
C -0.495 6.725 -3.132
H -2.445 3.518 5.125
H -3.052 3.672 3.478
H -4.055 4.181 4.787
H -0.834 4.431 3.534
H -0.523 5.618 4.843
H 0.329 6.795 3.064
H -1.207 7.550 3.199
H -0.546 5.331 1.393
H 0.489 7.214 0.533
H -0.935 8.169 0.815
H -2.167 6.825 -0.973
H -0.880 5.690 -1.011
H 0.151 5.860 -2.977
H -0.032 7.386 -3.865
H -1.535 6.478 -3.343
C 7.602 6.988 -5.648
O 6.840 5.869 -5.256
C 7.848 4.813 -4.940
C 7.002 3.552 -4.888
N 6.237 3.478 -3.668
C 5.357 2.309 -3.763
C 4.171 2.386 -2.701
O 3.311 3.472 -2.925
C 2.480 3.386 -4.096
H 6.966 7.857 -5.817
H 8.219 6.792 -6.524
H 8.253 7.213 -4.803
H 8.298 4.918 -3.953
H 8.675 4.759 -5.648
H 7.640 2.672 -4.974
H 6.427 3.410 -5.804
H 5.769 4.369 -3.750
H 5.977 1.417 -3.673
H 4.943 2.244 -4.770
H 4.665 2.503 -1.736
H 3.603 1.460 -2.793
H 1.812 4.247 -4.059
H 1.884 2.474 -4.085
H 3.039 3.395 -5.032
C 5.544 -1.136 -1.505
O 4.759 -0.764 -0.370
C 5.446 -0.634 0.833
C 6.081 -1.942 1.327
N 4.982 -2.802 1.640
C 5.292 -4.206 1.888
C 4.131 -5.175 1.761
O 3.757 -5.295 0.384
C 2.491 -5.928 0.329
H 4.948 -1.198 -2.416
H 5.933 -2.134 -1.304
H 6.391 -0.459 -1.612
H 4.775 -0.237 1.595
H 6.258 0.088 0.739
H 6.628 -1.790 2.258
H 6.709 -2.376 0.550
H 4.423 -2.774 0.799
H 5.612 -4.331 2.922
H 6.078 -4.559 1.221
H 3.302 -4.849 2.389
H 4.413 -6.147 2.165
H 2.524 -6.967 0.658
H 2.371 -6.038 -0.748
H 1.657 -5.382 0.770
C -0.475 -1.927 -6.140
O 0.378 -1.432 -5.093
C -0.322 -0.869 -3.976
C 0.575 -0.214 -2.944
N 0.904 -1.117 -1.830
C 1.633 -0.499 -0.760
C 1.857 -1.491 0.364
O 0.717 -1.595 1.127
C 0.993 -2.456 2.257
H -1.300 -2.551 -5.797
H 0.108 -2.454 -6.895
H -0.921 -1.109 -6.706
H -0.975 -1.606 -3.508
H -0.960 -0.074 -4.360
H 0.151 0.761 -2.702
H 1.486 0.031 -3.492
H 0.044 -1.525 -1.493
H 1.142 0.423 -0.447
H 2.605 -0.164 -1.122
H 2.707 -1.243 0.999
H 2.012 -2.512 0.015
H 0.064 -2.550 2.819
H 1.762 -2.075 2.930
H 1.332 -3.467 2.030
C 12.081 9.571 2.499
O 11.352 8.498 3.116
C 10.605 7.740 2.131
C 9.942 6.608 2.908
N 9.196 5.613 2.061
C 7.950 6.141 1.465
C 6.818 6.609 2.463
O 6.210 5.447 2.954
C 4.956 5.642 3.685
H 12.566 9.250 1.577
H 12.837 10.081 3.095
H 11.356 10.286 2.110
H 11.186 7.228 1.364
H 9.797 8.282 1.638
H 9.242 7.071 3.604
H 10.705 6.025 3.422
H 9.107 4.685 2.451
H 7.459 5.412 0.820
H 8.213 6.931 0.761
H 6.068 7.093 1.838
H 7.077 7.319 3.248
H 4.153 5.797 2.963
H 5.018 6.454 4.409
H 4.609 4.794 4.275
C -2.296 3.026 -2.216
O -1.226 2.864 -1.248
C -1.622 3.020 0.076
C -0.497 2.667 1.015
N 0.519 3.765 1.078
C 1.300 3.839 -0.149
C 2.564 4.665 0.193
O 3.124 4.129 1.424
C 4.274 3.286 1.284
H -3.042 3.763 -1.918
H -2.780 2.056 -2.326
H -1.713 3.163 -3.126
H -2.497 2.394 0.245
H -1.849 4.076 0.223
H -0.091 1.685 0.770
H -0.994 2.629 1.985
H 1.302 3.481 1.651
H 0.834 4.509 -0.872
H 1.618 2.860 -0.508
H 2.193 5.657 0.449
H 3.242 4.771 -0.654
H 4.172 2.414 0.638
H 4.557 2.860 2.247
H 5.135 3.829 0.895
C -9.515 9.095 0.339
O -8.220 8.544 0.561
C -7.549 9.150 1.710
C -6.469 8.236 2.265
N -5.534 8.110 1.114
C -4.343 7.363 1.475
C -4.577 5.824 1.637
O -5.293 5.376 0.451
C -5.624 3.963 0.581
H -10.216 9.121 1.173
H -10.043 8.519 -0.420
H -9.424 10.081 -0.116
H -8.329 9.273 2.462
H -7.085 10.113 1.497
H -6.787 7.244 2.587
H -5.946 8.709 3.096
H -5.884 7.518 0.374
H -3.772 7.789 2.300
H -3.647 7.536 0.654
H -5.218 5.597 2.489
H -3.606 5.380 1.857
H -6.550 3.938 1.155
H -4.771 3.515 1.090
H -5.665 3.443 -0.377
*
```

(2)
This record from the OMol25 dataset describes a single C16H14ClN molecule. The level of theory is wB97M-V/def2-TZVPD.

energy relative to the best compared isomer or geometry (same formula, charge and spin)	0.000	eV
HOMO energy	-7.279	eV
structure (SMILES)	CN1c2ccccc2/C(=C\c2ccccc2)[C@H]1Cl
orbital gap	7.2	eV
LUMO level	-0.0023	Eh

Structure (ORCA input):
```
! RIJCOSX wB97M-V def2-TZVPD def2/J DEFGRID3
* xyz 0 1
C 3.747 -0.279 -2.013
N 2.561 -0.191 -1.194
C 1.813 0.927 -0.995
C 2.023 2.194 -1.546
C 1.006 3.138 -1.415
C -0.172 2.819 -0.718
C -0.376 1.552 -0.167
C 0.618 0.583 -0.285
C 0.646 -0.833 -0.050
C -0.320 -1.694 0.385
C -1.491 -1.333 1.141
C -1.460 -0.358 2.173
C -2.636 0.000 2.830
C -3.859 -0.575 2.449
C -3.887 -1.582 1.472
C -2.707 -2.005 0.872
C 1.925 -1.370 -0.655
Cl 1.614 -2.622 -1.919
H 4.166 0.722 -2.126
H 4.476 -0.934 -1.518
H 3.512 -0.689 -3.007
H 2.945 2.398 -2.085
H 1.117 4.125 -1.864
H -0.946 3.581 -0.624
H -1.301 1.303 0.344
H -0.193 -2.748 0.131
H -0.500 0.098 2.441
H -2.595 0.739 3.632
H -4.785 -0.243 2.921
H -4.833 -2.042 1.184
H -2.691 -2.817 0.142
H 2.583 -1.866 0.066
*
```

(3)
This record from the OMol25 dataset describes 14 unconnected molecules or ions with the total composition C20H40BCl27O2. The level of theory is wB97M-V/def2-TZVPD.

HOMO energy	-9.528	eV
orbital gap	9.7	eV
LUMO level	0.0052	Eh

Structure (ORCA input):
```
! RIJCOSX wB97M-V def2-TZVPD def2/J DEFGRID3
* xyz 0 1
C 2.725 0.901 3.225
C 2.044 0.576 1.903
B 0.555 0.170 2.127
C 0.161 -1.313 1.751
C -1.044 -1.808 2.401
O -2.038 -1.981 1.878
O -0.907 -2.087 3.702
C -0.475 1.222 2.684
Cl 0.167 2.921 2.579
C -1.840 1.237 1.986
C -2.874 1.835 2.901
H 2.460 0.156 3.938
H 2.528 1.884 3.581
H 3.784 0.873 3.067
H 2.566 -0.261 1.487
H 2.102 1.390 1.212
H 0.091 -1.469 0.697
H 0.974 -1.940 2.068
H -1.648 -1.707 4.178
H -0.610 1.041 3.740
H -1.731 1.905 1.159
H -2.121 0.291 1.576
H -3.741 2.150 2.377
H -2.469 2.685 3.389
H -3.184 1.145 3.664
C 4.068 2.127 -1.407
Cl 4.672 1.273 0.021
Cl 2.388 2.639 -1.207
H 4.680 3.002 -1.583
H 4.125 1.455 -2.251
C 3.467 -1.317 -1.003
Cl 1.925 -0.572 -1.460
Cl 3.443 -1.919 0.666
H 3.675 -2.144 -1.674
H 4.247 -0.570 -1.084
C 2.574 -0.018 -4.900
Cl 2.450 1.633 -4.289
Cl 4.187 -0.699 -4.627
H 1.847 -0.634 -4.386
H 2.375 -0.013 -5.964
C -1.630 2.068 6.698
Cl -1.339 3.542 5.786
Cl -0.494 0.789 6.232
H -1.504 2.275 7.753
H -2.639 1.728 6.502
C 0.115 4.448 -6.224
Cl -0.314 2.859 -5.576
Cl 1.856 4.751 -6.131
H -0.189 4.495 -7.257
H -0.401 5.205 -5.648
C -2.597 -4.300 -0.140
Cl -4.069 -4.990 -0.847
Cl -1.214 -5.389 -0.313
H -2.382 -3.368 -0.648
H -2.767 -4.118 0.911
C -6.551 0.024 1.807
Cl -6.844 1.646 2.454
Cl -4.906 -0.527 2.126
H -7.245 -0.663 2.273
H -6.708 0.047 0.737
C 2.249 -3.009 4.415
Cl 2.437 -1.652 5.532
Cl 3.782 -3.311 3.579
H 1.942 -3.898 4.949
H 1.501 -2.735 3.682
C -4.086 -0.823 -2.248
Cl -3.051 -1.042 -0.834
Cl -3.800 0.735 -3.039
H -3.881 -1.615 -2.956
H -5.120 -0.866 -1.929
C 4.432 -4.643 -3.527
Cl 2.801 -4.011 -3.768
Cl 5.451 -3.476 -2.672
H 4.376 -5.549 -2.939
H 4.875 -4.847 -4.491
C -6.152 5.093 3.310
Cl -6.428 6.713 3.964
Cl -4.509 4.524 3.620
H -6.849 4.409 3.777
H -6.313 5.119 2.240
C -3.951 4.018 -7.272
Cl -3.798 5.122 -5.901
Cl -2.550 4.112 -8.345
H -4.030 3.006 -6.895
H -4.836 4.281 -7.835
C 8.426 -5.993 -2.545
Cl 7.093 -6.490 -3.598
Cl 9.922 -6.842 -2.939
H 8.584 -4.929 -2.670
H 8.158 -6.215 -1.521
*
```

(4)
This record from the OMol25 dataset describes 2 unconnected molecules or ions with the total composition C5H15N3. The level of theory is wB97M-V/def2-TZVPD.

energy relative to the best compared isomer or geometry (same formula, charge and spin)	2.352	eV
HOMO energy	-8.661	eV
structure (SMILES)	CN=C(C)C.CNN
orbital gap	9.7	eV
LUMO level	0.0389	Eh

Structure (ORCA input):
```
! RIJCOSX wB97M-V def2-TZVPD def2/J DEFGRID3
* xyz 0 1
C 0.365 -1.730 -1.560
N 0.891 -1.241 -0.307
C 0.194 -1.325 0.761
C 0.852 -0.974 2.056
C -1.293 -1.523 0.782
H 1.157 -1.653 -2.305
H 0.054 -2.776 -1.504
H -0.497 -1.130 -1.868
H 0.385 -0.088 2.485
H 0.731 -1.798 2.761
H 1.912 -0.787 1.905
H -1.762 -0.740 0.184
H -1.553 -2.485 0.338
H -1.683 -1.473 1.795
C 0.741 2.817 -0.360
N 0.025 1.577 -0.140
N -1.142 1.445 -0.950
H 1.081 2.946 -1.402
H 1.599 2.853 0.310
H 0.092 3.667 -0.121
H 0.612 0.634 -0.289
H -1.828 2.131 -0.637
H -0.933 1.653 -1.933
*
```

Repeat the fourth record exactly.
This record from the OMol25 dataset describes 2 unconnected molecules or ions with the total composition C5H15N3. The level of theory is wB97M-V/def2-TZVPD.

energy relative to the best compared isomer or geometry (same formula, charge and spin)	2.352	eV
HOMO energy	-8.661	eV
structure (SMILES)	CN=C(C)C.CNN
orbital gap	9.7	eV
LUMO level	0.0389	Eh

Structure (ORCA input):
```
! RIJCOSX wB97M-V def2-TZVPD def2/J DEFGRID3
* xyz 0 1
C 0.365 -1.730 -1.560
N 0.891 -1.241 -0.307
C 0.194 -1.325 0.761
C 0.852 -0.974 2.056
C -1.293 -1.523 0.782
H 1.157 -1.653 -2.305
H 0.054 -2.776 -1.504
H -0.497 -1.130 -1.868
H 0.385 -0.088 2.485
H 0.731 -1.798 2.761
H 1.912 -0.787 1.905
H -1.762 -0.740 0.184
H -1.553 -2.485 0.338
H -1.683 -1.473 1.795
C 0.741 2.817 -0.360
N 0.025 1.577 -0.140
N -1.142 1.445 -0.950
H 1.081 2.946 -1.402
H 1.599 2.853 0.310
H 0.092 3.667 -0.121
H 0.612 0.634 -0.289
H -1.828 2.131 -0.637
H -0.933 1.653 -1.933
*
```

Copy entry 2 word for word.
This record from the OMol25 dataset describes a single C16H14ClN molecule. The level of theory is wB97M-V/def2-TZVPD.

energy relative to the best compared isomer or geometry (same formula, charge and spin)	0.000	eV
HOMO energy	-7.279	eV
structure (SMILES)	CN1c2ccccc2/C(=C\c2ccccc2)[C@H]1Cl
orbital gap	7.2	eV
LUMO level	-0.0023	Eh

Structure (ORCA input):
```
! RIJCOSX wB97M-V def2-TZVPD def2/J DEFGRID3
* xyz 0 1
C 3.747 -0.279 -2.013
N 2.561 -0.191 -1.194
C 1.813 0.927 -0.995
C 2.023 2.194 -1.546
C 1.006 3.138 -1.415
C -0.172 2.819 -0.718
C -0.376 1.552 -0.167
C 0.618 0.583 -0.285
C 0.646 -0.833 -0.050
C -0.320 -1.694 0.385
C -1.491 -1.333 1.141
C -1.460 -0.358 2.173
C -2.636 0.000 2.830
C -3.859 -0.575 2.449
C -3.887 -1.582 1.472
C -2.707 -2.005 0.872
C 1.925 -1.370 -0.655
Cl 1.614 -2.622 -1.919
H 4.166 0.722 -2.126
H 4.476 -0.934 -1.518
H 3.512 -0.689 -3.007
H 2.945 2.398 -2.085
H 1.117 4.125 -1.864
H -0.946 3.581 -0.624
H -1.301 1.303 0.344
H -0.193 -2.748 0.131
H -0.500 0.098 2.441
H -2.595 0.739 3.632
H -4.785 -0.243 2.921
H -4.833 -2.042 1.184
H -2.691 -2.817 0.142
H 2.583 -1.866 0.066
*
```

> Which of these has the highest LUMO level?

C5H15N3

> Among the records above, which one has the lowest LUMO level?

C16H14ClN